Molecular formula: C8H17NO2Si
Method: DFT, wB97M-V/def2-TZVPD

Each line ends with the Löwdin charge.
Positions of all 29 atoms, in Å:
C 1.621 0.043 -0.511  -0.494
C 1.841 1.787 1.465  -0.083
C 1.801 2.672 0.179  -0.059
C 1.217 1.290 0.183  -0.159
C 2.877 -1.830 -0.469  -0.003
C -2.278 0.486 -1.731  -0.181
C -3.173 -0.378 1.110  -0.210
C -0.999 -2.093 -0.135  -0.160
N -0.827 1.161 0.612  -0.026
O 1.416 -0.075 -1.732  0.065
O 2.219 -0.786 0.342  -0.018
Si -1.741 -0.251 -0.021  0.440
H 2.687 1.268 1.714  0.064
H 1.380 2.298 2.313  0.109
H 1.074 3.467 0.284  0.096
H 2.657 2.848 -0.600  0.145
H 3.968 -1.816 -0.292  0.104
H 2.581 -1.605 -1.499  0.080
H 2.390 -2.769 -0.217  0.084
H -3.250 0.242 -2.070  -0.009
H -2.040 1.637 -1.639  0.063
H -1.443 0.086 -2.348  0.013
H -2.990 -1.015 1.977  0.025
H -3.403 0.657 1.385  0.030
H -4.049 -0.833 0.554  0.055
H -1.620 -2.550 -0.934  0.030
H -0.037 -2.558 -0.279  -0.006
H -1.254 -2.644 0.753  0.001
H -0.625 1.261 1.609  0.002

Atomic forces in eV per Å
-1.100 1.941 -1.862
-0.986 1.556 -1.993
1.005 -1.225 -1.574
-4.184 0.922 2.956
-0.426 -0.185 0.245
3.175 1.259 1.509
-1.287 -0.641 -0.313
-1.168 0.366 -0.524
3.587 -0.225 -0.876
0.572 -0.202 2.782
0.821 -0.905 -1.869
1.302 0.513 -0.819
2.210 -0.984 0.608
-0.522 -0.625 -0.393
0.096 0.040 -0.262
-1.509 -0.264 1.899
-0.729 -0.004 0.037
0.701 -0.317 0.146
0.390 -0.145 0.276
-0.804 -0.162 -0.523
-0.882 -2.272 -0.211
-0.810 0.236 -0.348
-0.004 0.270 0.102
-0.281 -0.277 0.195
0.809 0.602 0.613
0.111 0.172 0.266
0.916 0.963 -0.597
-0.790 0.061 0.786
-0.212 -0.467 -0.256

Summary:
E_HOMO	-9.000	eV
total charge	0
lowest unoccupied orbital energy	0.00754	Eh
largest force on an atom	5.2	eV/A

Molecular formula: C6H12N4
Method: DFT, wB97M-V/def2-TZVPD

Each line ends with the Löwdin charge.
Positions of all 22 atoms, in Å:
C 3.133 0.222 -0.775  -0.172
C 2.114 -0.632 -0.687  -0.068
C 1.849 0.993 0.726  -0.184
C -1.774 -0.036 -1.337  -0.140
C -1.780 1.509 0.510  -0.133
C -0.475 -1.719 1.019  -0.073
N 2.948 1.269 0.081  0.066
N 1.320 -0.189 0.378  -0.125
N -0.979 0.629 -0.323  -0.140
N 0.049 -0.358 0.790  -0.039
H 3.952 0.158 -1.452  0.093
H 1.984 -1.520 -1.270  0.102
H 1.299 1.595 1.464  0.131
H -1.998 0.758 -2.028  0.084
H -1.238 -0.847 -1.875  0.089
H -2.589 -0.582 -0.978  0.045
H -2.250 0.982 1.370  0.078
H -1.113 2.196 1.025  0.058
H -2.597 1.975 -0.137  0.107
H -1.352 -2.057 0.493  0.058
H 0.198 -2.562 0.888  0.072
H -0.702 -1.784 2.121  0.090

Atomic forces in eV per Å
-0.046 0.539 -0.122
-0.805 -1.547 -0.041
0.737 1.301 0.782
2.268 -1.008 -0.053
-0.548 -0.665 0.520
0.434 -0.293 1.840
0.040 0.898 0.818
0.015 -0.155 -1.058
2.208 -1.153 1.071
-3.734 0.581 -1.763
0.450 0.072 -0.220
-0.446 -0.367 0.184
0.658 -0.239 -0.424
-0.537 0.068 -0.444
0.401 0.859 0.156
-2.099 -0.358 0.772
-0.285 -0.032 -0.612
-0.145 0.587 -0.445
1.264 -0.308 0.992
-0.528 0.685 -0.516
0.787 0.360 -0.433
-0.089 0.175 -1.008

Summary:
E_HOMO	-8.751	eV
total charge	0
lowest unoccupied orbital energy	0.03008	Eh
largest force on an atom	4.2	eV/A

Molecular formula: H21O10
Method: DFT, wB97M-V/def2-TZVPD

Each line ends with the Löwdin charge.
Positions of all 31 atoms, in Å:
O -0.813 -3.097 2.137  -0.067
H -1.340 -3.795 1.744  0.037
H 1.492 1.548 1.266  0.094
O 0.727 1.870 2.744  -0.040
H 0.414 1.111 3.281  0.075
H 0.418 2.574 3.337  0.087
O 0.278 3.336 -0.589  0.038
H 2.921 -1.007 2.630  0.095
H 0.912 4.036 -0.740  0.096
O 1.603 1.322 0.303  0.168
H 1.255 2.251 -0.135  0.126
H 0.965 0.706 -0.072  0.064
O -0.493 0.327 -1.484  -0.079
H 0.705 -1.721 0.796  0.106
H 0.064 -0.434 -1.614  0.036
O -0.802 -3.222 -1.925  -0.043
H -0.273 -3.312 -2.716  0.043
H -1.442 0.081 -1.499  0.035
O -0.859 1.054 -3.811  -0.045
H -1.445 -3.918 -1.782  0.045
H -0.238 1.395 -3.182  -0.006
O -3.143 0.404 -0.919  -0.058
H -3.948 0.243 -0.373  0.083
H -1.208 0.333 -3.296  0.000
O 2.472 -0.514 3.404  -0.079
H -1.416 -2.809 2.872  0.070
O 1.347 -1.314 0.074  -0.087
H 1.126 -1.876 -0.681  0.030
H -3.570 1.106 -1.451  0.076
H -0.194 3.098 -1.382  0.076
H 1.812 -1.044 3.843  0.021

Atomic forces in eV per Å
-1.015 0.649 1.162
0.124 -0.283 -0.327
-0.494 -0.781 0.411
-0.930 -0.351 1.290
0.711 0.045 -0.813
0.387 0.414 -0.635
0.740 -0.495 1.176
-1.470 0.776 2.155
-0.146 0.647 -0.585
0.640 3.271 -0.799
-0.028 -1.321 0.398
-0.740 -1.313 0.303
0.073 0.556 1.078
1.772 1.097 -1.942
-0.205 -0.668 -0.055
0.273 1.147 0.890
-0.363 -0.739 -0.321
0.492 -0.175 0.674
-0.505 0.354 -1.352
0.234 -0.275 -0.616
0.564 0.330 0.197
-2.125 0.871 0.101
1.117 -0.609 0.008
-0.273 -0.274 -0.408
1.338 -0.071 -2.053
1.019 -0.228 -0.905
-2.134 -1.380 1.968
0.200 -0.245 0.113
0.882 -0.202 -0.262
-0.197 0.099 -0.695
0.058 -0.847 -0.157

Summary:
E_HOMO	-13.856	eV
total charge	+1
lowest unoccupied orbital energy	-0.10581	Eh
largest force on an atom	3.4	eV/A

Molecular formula: C2H3O3S
Method: DFT, wB97M-V/def2-TZVPD

Each line ends with the Löwdin charge.
Positions of all 9 atoms, in Å:
C -0.703 -0.603 -1.081  -0.291
C 0.180 0.283 0.570  -0.373
O 1.050 2.755 -1.356  -0.715
O -1.833 1.757 -0.906  -0.493
O 0.443 -0.748 -0.256  -0.268
S -0.545 1.138 -0.919  0.838
H -0.576 -0.949 -2.172  0.069
H -0.581 -0.030 1.304  0.088
H 1.191 0.715 1.079  0.145

Atomic forces in eV per Å
0.772 -0.276 -2.220
1.999 2.306 2.885
-1.113 -1.187 0.425
-1.914 1.589 0.346
0.821 -2.920 -1.455
1.946 0.843 -0.353
-0.020 -0.185 1.647
0.077 0.648 0.026
-2.569 -0.817 -1.300

Summary:
E_HOMO (alpha / beta)	-3.730 / -3.179	eV
total charge	-1
lowest unoccupied orbital energy (alpha / beta)	0.12345 / 0.14675	Eh
largest force on an atom	4.2	eV/A

The records above give, respectively, relative energy (zero: lowest compared OMol25 entry of this formula, charge and spin) values of 4.973 3.917 1.860 8.603 eV.